{
  "formula": "C7H13NO4S",
  "method": "wB97M-V/def2-TZVPD",
  "spin_multiplicity": 1,
  "relative_energy_kcal_mol": 33.80,
  "smiles": "COC1=NS(=O)(=O)[C@@H](C)C(C)(C)O1",
  "e_homo_ha": -0.3754,
  "elements": ["S", "O", "O", "O", "O", "N", "C", "C", "C", "C", "C", "C", "C", "H", "H", "H", "H", "H", "H", "H", "H", "H", "H", "H", "H", "H"],
  "positions_angstrom": [[1.39, 1.61, -0.79], [1.61, -2.14, -0.08], [1.19, -0.31, 1.31], [2.70, 2.20, -1.13], [0.30, 2.05, -1.67], [1.58, -0.06, -1.03], [-0.04, 0.80, 2.97], [1.79, -2.72, -1.36], [0.20, 0.70, 1.48], [0.89, 1.93, 0.91], [-1.17, 0.27, 0.85], [0.03, 3.22, 0.96], [1.49, -0.77, 0.05], [-1.98, 0.95, 1.19], [-1.12, 0.37, -0.25], [1.73, -3.80, -1.24], [-0.64, 1.66, 3.19], [-0.62, -0.07, 3.32], [1.84, 2.08, 1.42], [0.93, 0.84, 3.50], [2.75, -2.45, -1.85], [-1.41, -0.76, 1.09], [-1.05, 3.00, 0.83], [0.94, -2.43, -2.00], [0.16, 3.67, 1.95], [0.27, 3.90, 0.15]],
  "lowdin_charge": [0.709, -0.031, 0.029, -0.314, -0.321, 0.051, -0.006, -0.061, -0.546, -0.324, 0.008, -0.045, -0.411, 0.099, 0.084, 0.088, 0.084, 0.102, 0.139, 0.110, 0.107, 0.095, 0.093, 0.098, 0.084, 0.079]
}

---

{
  "formula": "C7H13N",
  "method": "wB97M-V/def2-TZVPD",
  "s2": 0.756,
  "spin_multiplicity": 2,
  "relative_energy_kcal_mol": 20.64,
  "charge": -1,
  "e_homo_ha": [0.0110, -0.1194],
  "elements": ["N", "C", "C", "C", "C", "C", "C", "C", "H", "H", "H", "H", "H", "H", "H", "H", "H", "H", "H", "H", "H"],
  "positions_angstrom": [[-0.66, -1.73, -0.06], [1.31, 0.85, 0.64], [-1.78, -1.24, -0.70], [0.61, 1.94, 0.94], [-0.23, -2.95, -0.40], [-0.41, 2.13, 2.00], [-1.95, -1.11, -2.03], [2.36, 0.76, -0.41], [-0.43, 1.26, 2.67], [0.63, -3.36, 0.11], [0.72, 2.77, 0.23], [3.34, 0.55, 0.02], [2.09, -0.04, -1.11], [1.12, -0.03, 1.25], [-1.41, 2.20, 1.55], [2.40, 1.71, -0.97], [-1.16, -1.37, -2.72], [-0.77, -3.55, -1.14], [-2.93, -0.87, -2.44], [-0.24, 3.02, 2.61], [-2.61, -0.93, -0.04]],
  "mulliken_spin": [0.262, -0.007, 0.031, -0.003, 0.547, -0.006, 0.169, 0.015, 0.001, 0.026, 0.001, -0.002, 0.013, 0.001, -0.001, -0.002, 0.005, 0.003, -0.040, 0.002, -0.015]
}

---

{
  "formula": "C4H37N2O13S",
  "method": "wB97M-V/def2-TZVPD",
  "spin_multiplicity": 1,
  "relative_energy_kcal_mol": 98.96,
  "charge": -1,
  "e_homo_ha": -0.1620,
  "elements": ["S", "O", "O", "O", "O", "O", "O", "O", "O", "O", "O", "O", "O", "O", "N", "N", "C", "C", "C", "C", "H", "H", "H", "H", "H", "H", "H", "H", "H", "H", "H", "H", "H", "H", "H", "H", "H", "H", "H", "H", "H", "H", "H", "H", "H", "H", "H", "H", "H", "H", "H", "H", "H", "H", "H", "H", "H"],
  "positions_angstrom": [[2.67, -0.66, -2.21], [0.88, 0.90, 2.78], [-1.89, 1.23, 3.17], [4.08, 0.89, 2.18], [3.11, 3.08, 0.95], [1.95, -0.93, 1.17], [0.91, -4.14, -0.88], [3.35, 2.34, -1.64], [-1.98, -3.46, -2.58], [-2.65, 1.46, -2.89], [0.56, -3.53, 1.84], [0.58, 4.62, -0.72], [-3.98, 1.66, 0.87], [-1.43, 3.19, 0.58], [-1.94, -3.12, 0.14], [-1.37, -0.64, 0.53], [0.84, -0.27, -2.56], [0.03, -1.08, -1.55], [-1.17, -0.45, -0.93], [-2.36, -1.76, 0.72], [-1.08, 0.63, -0.97], [1.13, 1.53, 2.26], [-1.69, -2.73, -1.99], [-3.26, 1.03, 0.82], [3.46, 1.42, -1.95], [-2.02, -0.72, -1.54], [3.14, 2.64, 0.09], [1.08, -0.03, 2.52], [-0.41, -0.91, 0.96], [-1.52, 0.80, 2.39], [3.62, 1.01, 3.02], [4.07, 1.64, 1.62], [-1.04, 1.45, 3.54], [-3.25, -1.35, 0.14], [-1.79, 1.05, -2.74], [-1.33, -3.44, 0.90], [-1.66, -4.27, -2.19], [0.80, -1.41, -0.79], [-3.76, 2.01, 1.75], [-2.95, 1.78, -2.02], [-0.24, 4.23, -0.69], [-1.02, 3.83, 1.14], [-2.29, 3.03, 0.67], [2.91, -1.29, 1.12], [-2.57, -3.89, 0.04], [0.78, -2.64, 1.90], [1.21, 4.05, -1.16], [2.42, 3.82, 0.81], [1.40, -3.50, -1.29], [1.83, -0.60, 0.26], [0.40, -3.62, -0.27], [0.47, -0.56, -3.48], [0.92, 0.84, -2.59], [-2.48, -2.05, 1.85], [1.29, -3.95, 1.44], [3.57, 2.93, -2.34], [-0.33, -2.07, -2.16]],
  "lowdin_charge": [0.339, 0.006, -0.072, -0.059, -0.105, -0.137, -0.016, -0.109, -0.097, -0.061, -0.017, -0.022, -0.060, 0.014, -0.005, -0.053, -0.599, -0.320, -0.277, -0.230, 0.090, -0.081, -0.020, -0.009, -0.095, 0.106, -0.016, 0.047, 0.112, -0.023, 0.035, -0.031, 0.002, 0.122, -0.001, 0.035, 0.005, 0.025, 0.041, 0.035, -0.041, 0.050, -0.058, 0.121, 0.068, -0.023, 0.021, 0.074, -0.045, -0.025, -0.029, 0.022, 0.045, 0.136, 0.024, 0.031, 0.130]
}